12
Properties=species:S:1:pos:R:3 method="wB97M-V/def2-TZVPD" max_force_ev_per_a=2.16 homo_ev="-8.64 / -8.26" e_lumo_ha="0.02074 / -0.01001" relative_energy_kcal_mol=148.7 orbital_gap_ha="0.33815 / 0.29348"
C -1.064 -0.448 0.076
C 0.155 0.502 0.074
N 3.151 1.046 -0.067
N 1.193 0.004 -0.805
O 1.494 -1.252 -0.337
O 3.517 0.268 0.713
H -1.928 -0.157 -0.607
H -0.739 -1.513 -0.215
H -1.464 -0.371 1.056
H 0.616 0.327 1.054
H -0.051 1.582 -0.255
H 2.108 -1.712 -0.929